{"formula": "C44H40FMgNP2Si", "method": "ωB97M-V/def2-TZVPD", "symbols": ["Mg", "C", "N", "C", "P", "C", "C", "C", "C", "C", "C", "C", "C", "C", "C", "C", "C", "C", "C", "C", "C", "C", "C", "P", "C", "C", "C", "C", "C", "C", "C", "C", "C", "C", "C", "C", "H", "H", "H", "H", "H", "H", "H", "H", "H", "H", "H", "H", "H", "H", "H", "H", "H", "H", "H", "H", "H", "H", "H", "H", "H", "H", "H", "H", "H", "F", "C", "C", "C", "C", "C", "C", "Si", "C", "C", "C", "C", "C", "C", "H", "H", "H", "H", "H", "H", "H", "H", "H", "H", "H"], "coordinates": [[0.285824, -0.614664, 0.351011], [-1.851396, 2.409082, -1.483532], [-0.914329, 3.361484, -0.938634], [0.360602, 2.898543, -0.488424], [0.424155, 2.193685, 1.280713], [1.512474, 3.382936, 2.145027], [2.660002, 3.896747, 1.543263], [3.569184, 4.638901, 2.277729], [3.360871, 4.868890, 3.627203], [2.228977, 4.353045, 4.238140], [1.322513, 3.607233, 3.508383], [-1.242960, 2.644512, 1.903715], [-2.199660, 1.635769, 1.865972], [-3.447445, 1.822491, 2.430587], [-3.763589, 3.031926, 3.027498], [-2.838620, 4.061022, 3.019730], [-1.584132, 3.867108, 2.471444], [-1.371450, 4.627121, -0.618586], [-2.688564, 5.020086, -0.899849], [-3.117821, 6.311447, -0.657803], [-2.263664, 7.259628, -0.125802], [-0.974266, 6.876981, 0.197772], [-0.534611, 5.589269, -0.033801], [-1.118412, 0.738595, -1.888166], [-0.132566, 1.098720, -3.392499], [-0.539715, 1.970810, -4.399006], [0.263730, 2.177632, -5.506035], [1.473319, 1.510490, -5.625723], [1.879447, 0.634915, -4.632301], [1.083540, 0.431153, -3.517956], [-2.627510, 0.009692, -2.620319], [-3.771186, -0.105657, -1.833334], [-4.891429, -0.756590, -2.315132], [-4.874178, -1.324645, -3.580515], [-3.733230, -1.234214, -4.360384], [-2.613996, -0.576988, -3.881961], [-2.300425, 2.821249, -2.400023], [-2.666312, 2.224334, -0.764048], [1.095247, 3.697920, -0.592147], [0.701744, 2.073795, -1.122464], [2.867973, 3.698941, 0.501122], [4.459031, 5.020592, 1.797914], [4.079334, 5.434579, 4.203767], [2.061823, 4.512212, 5.293660], [0.457952, 3.182830, 4.000028], [-1.952556, 0.689159, 1.402135], [-4.167826, 1.018501, 2.417563], [-4.726405, 3.172925, 3.496744], [-3.084315, 5.020663, 3.452168], [-0.865162, 4.669256, 2.496174], [-3.411834, 4.329429, -1.304499], [-4.140848, 6.572592, -0.890883], [-2.599548, 8.270989, 0.041998], [-0.294981, 7.588799, 0.643228], [0.470933, 5.343001, 0.263695], [-1.489730, 2.482632, -4.328448], [-0.058744, 2.864218, -6.276589], [2.093759, 1.675565, -6.495147], [2.821545, 0.115534, -4.723158], [1.411216, -0.238010, -2.733190], [-3.784413, 0.311831, -0.834441], [-5.775136, -0.836674, -1.697282], [-5.746407, -1.840078, -3.956063], [-3.704691, -1.687967, -5.341243], [-1.720847, -0.515663, -4.487172], [1.809980, -0.155869, -0.375355], [-0.032253, -1.270834, 5.923877], [0.913064, -1.649338, 4.982253], [0.523233, -1.933836, 3.686889], [-0.808555, -1.852999, 3.291273], [-1.739430, -1.461958, 4.248040], [-1.360483, -1.178605, 5.548597], [-1.290716, -2.065023, 1.470868], [-1.291132, -3.842986, 0.838316], [-2.462548, -4.443331, 0.390861], [-2.448550, -5.689694, -0.209972], [-1.253698, -6.369238, -0.374604], [-0.079445, -5.790383, 0.080886], [-0.102921, -4.542434, 0.674551], [0.268024, -1.045273, 6.937390], [1.954997, -1.710039, 5.262990], [1.281020, -2.219474, 2.963423], [-2.781260, -1.368791, 3.972853], [-2.108265, -0.881185, 6.271268], [-2.748077, -1.731159, 1.409635], [-3.402293, -3.919889, 0.506703], [-3.373532, -6.129353, -0.556851], [-1.233628, -7.337628, -0.858016], [0.860000, -6.309117, -0.038058], [0.826802, -4.096168, 1.008750]], "atomic_forces_ev_per_a": [[-0.046, 0.903, -0.346], [-0.146, -0.072, -0.030], [-0.039, -0.224, -0.120], [0.421, -0.103, 0.203], [-0.549, 0.437, -0.317], [0.236, -0.424, 0.148], [-0.150, -0.095, -0.077], [0.128, 0.079, 0.030], [-0.022, 0.046, -0.010], [0.032, 0.011, 0.083], [-0.065, -0.085, -0.020], [0.238, -0.120, 0.053], [0.114, 0.089, 0.030], [-0.229, -0.042, -0.032], [-0.081, -0.047, -0.064], [0.032, 0.154, 0.073], [0.016, -0.006, -0.015], [-0.090, 0.354, -0.079], [-0.101, -0.186, -0.061], [0.017, 0.070, 0.027], [-0.109, 0.121, 0.053], [-0.032, 0.028, -0.010], [0.150, -0.121, -0.048], [-0.375, 0.426, -0.334], [0.160, -0.155, 0.333], [-0.016, 0.000, 0.116], [-0.118, 0.095, -0.039], [0.032, -0.039, 0.012], [0.094, 0.039, -0.175], [-0.091, -0.018, 0.086], [0.132, -0.244, 0.212], [0.039, 0.080, 0.046], [-0.109, -0.069, -0.019], [-0.046, 0.014, -0.025], [-0.057, -0.092, -0.048], [0.112, 0.125, 0.058], [-0.002, -0.169, 0.205], [0.037, -0.056, -0.214], [0.044, -0.105, 0.011], [0.098, 0.268, 0.047], [0.032, -0.031, -0.071], [0.040, 0.032, -0.054], [0.027, 0.037, 0.000], [-0.019, 0.021, 0.070], [-0.003, -0.012, 0.079], [-0.048, -0.171, 0.080], [-0.077, -0.109, 0.000], [-0.088, 0.005, -0.009], [-0.031, 0.043, 0.049], [0.056, 0.100, 0.011], [0.064, -0.135, -0.043], [-0.050, 0.015, -0.028], [-0.033, 0.090, 0.051], [0.085, 0.059, 0.035], [0.130, -0.073, 0.019], [-0.047, 0.048, 0.003], [-0.002, 0.014, -0.049], [0.052, 0.002, -0.034], [0.078, -0.057, 0.011], [0.059, 0.024, 0.104], [-0.032, -0.020, 0.081], [-0.034, 0.008, 0.026], [-0.054, -0.033, -0.008], [-0.028, -0.012, -0.046], [-0.001, -0.039, -0.079], [0.979, 0.072, -0.579], [0.074, -0.016, -0.018], [0.109, 0.000, 0.184], [0.192, -0.056, -0.113], [-0.270, -0.107, -0.215], [-0.155, 0.000, 0.008], [-0.111, 0.088, 0.185], [-0.660, -0.652, 0.405], [-0.025, 0.255, 0.210], [-0.169, 0.083, 0.023], [-0.109, -0.152, -0.112], [0.016, -0.032, -0.002], [0.139, -0.164, -0.033], [0.196, -0.029, 0.027], [0.015, 0.016, 0.054], [0.082, -0.034, -0.004], [0.066, 0.010, -0.012], [-0.102, -0.024, -0.025], [-0.034, 0.026, 0.050], [-0.023, 0.161, 0.067], [-0.089, 0.021, -0.003], [-0.059, -0.035, -0.022], [-0.009, -0.007, 0.021], [0.103, -0.074, -0.019], [0.103, -0.024, -0.015]], "e_above_lowest_ev": 0.667, "homo_energy_ev": -7.5, "charge": 0, "e_lumo_ev": 0.542, "spin_multiplicity": 1}

***

{"formula": "C44H41As2BrHoN6O6S", "method": "ωB97M-V/def2-TZVPD", "symbols": ["Ho", "O", "C", "C", "C", "C", "N", "C", "C", "C", "C", "C", "C", "O", "C", "C", "N", "H", "H", "H", "H", "H", "H", "H", "H", "H", "H", "H", "H", "Br", "C", "C", "C", "C", "C", "C", "N", "N", "C", "C", "C", "C", "O", "C", "N", "C", "C", "C", "C", "H", "H", "H", "H", "H", "H", "H", "H", "H", "C", "As", "C", "C", "C", "C", "C", "C", "C", "As", "C", "C", "H", "H", "H", "H", "H", "H", "H", "H", "H", "H", "H", "H", "H", "H", "H", "H", "O", "S", "O", "N", "C", "O", "C", "C", "C", "C", "C", "C", "H", "H", "H", "H"], "coordinates": [[0.285710, -0.723029, 0.121748], [1.599264, 2.353055, 6.708481], [0.778111, 1.216925, 6.659460], [0.600429, 0.856047, 5.205247], [0.045827, -0.386014, 4.860114], [-0.202838, -0.652539, 3.540199], [0.134996, 0.172251, 2.563886], [0.787426, 1.287466, 2.869091], [1.070555, 1.666649, 4.185221], [1.231300, 2.122054, 1.738637], [1.489837, 3.457400, 1.920059], [1.908830, 4.258637, 0.856671], [2.204990, 5.689780, 1.077967], [1.920693, 6.023897, 2.408759], [2.001845, 3.638390, -0.392715], [1.678994, 2.300874, -0.515995], [1.288312, 1.516723, 0.531776], [1.339151, 2.867499, 7.459807], [-0.223780, 1.390529, 7.071296], [1.206184, 0.348070, 7.174728], [-0.341032, -1.145616, 5.564885], [-0.725660, -1.568287, 3.231564], [1.684405, 2.549024, 4.404093], [1.410855, 3.888634, 2.907707], [1.599574, 6.259096, 0.399178], [3.255316, 5.829649, 0.858743], [2.516579, 6.733529, 2.701771], [2.394318, 4.163611, -1.309387], [1.719700, 1.699039, -1.446162], [-1.150291, 6.970666, -0.368560], [-1.972724, 6.071781, -1.802641], [-1.241503, 5.484304, -2.822751], [-1.929042, 4.669041, -3.749572], [-3.310271, 4.515489, -3.557433], [-4.010198, 5.189754, -2.591952], [-3.340313, 6.000674, -1.707832], [-4.101037, 3.637293, -4.407588], [-3.757737, 2.461913, -4.560600], [-2.731448, 1.772573, -3.851230], [-1.738945, 1.223082, -4.600998], [-0.610765, 0.640200, -3.995719], [-0.499581, 0.479574, -2.623965], [0.521508, -0.037313, -1.975403], [-1.594987, 0.977120, -1.848495], [-1.520586, 0.790665, -0.479204], [-2.503623, 1.202797, 0.327164], [-3.676114, 1.764408, -0.213421], [-3.759055, 1.968023, -1.569661], [-2.725890, 1.612878, -2.443417], [-0.219671, 5.639317, -2.875744], [-1.482085, 4.191107, -4.617863], [-5.109978, 5.101503, -2.524578], [-3.816824, 6.514587, -0.915068], [-1.776643, 1.321979, -5.678755], [0.196682, 0.379629, -4.699410], [-2.355742, 1.045174, 1.382580], [-4.453225, 2.067104, 0.445337], [-4.671474, 2.390952, -1.996520], [-3.798649, -1.884285, -1.231360], [-2.042319, -2.569031, -0.778864], [-2.327546, -4.041438, 0.426884], [-1.471978, -3.474167, -2.440206], [-2.474207, -4.092452, -3.190339], [-2.200954, -4.776561, -4.366769], [-0.900681, -4.825355, -4.797909], [0.127115, -4.333670, -3.986600], [-0.136251, -3.591996, -2.811291], [1.271605, -3.011391, -1.623459], [1.547033, -4.765026, -0.842816], [2.735499, -2.463192, -2.768656], [-3.680264, -1.219498, -2.058957], [-4.049239, -1.337236, -0.327106], [-4.522791, -2.658848, -1.442391], [-2.987346, -4.809373, -0.024022], [-2.662715, -3.759583, 1.433198], [-1.352862, -4.512489, 0.592595], [-3.524600, -4.150143, -2.868252], [-3.056255, -5.211346, -4.931340], [-0.661324, -5.327517, -5.744168], [1.158858, -4.534490, -4.263165], [2.069324, -5.458986, -1.524079], [0.593289, -5.183806, -0.564419], [2.163536, -4.672832, 0.038650], [3.123912, -3.294110, -3.362710], [3.518434, -2.030362, -2.163008], [2.326180, -1.716823, -3.467134], [4.600207, -1.422917, 0.519340], [3.837195, -1.175983, 1.691517], [4.029434, 0.020951, 2.477710], [2.252617, -1.412486, 1.296278], [1.717811, -2.490804, 1.860295], [0.561455, -2.874791, 1.650086], [2.647542, -3.211636, 2.780248], [2.454469, -4.363294, 3.525243], [3.550741, -4.923775, 4.149545], [4.822544, -4.341447, 3.997677], [5.006814, -3.139758, 3.329304], [3.877751, -2.570780, 2.753387], [1.479978, -4.869607, 3.554290], [3.420001, -5.823681, 4.726740], [5.651840, -4.823487, 4.519607], [5.986514, -2.730119, 3.222903]], "atomic_forces_ev_per_a": [[0.507, -0.033, 0.165], [0.103, -0.207, -0.004], [-0.159, -0.271, -0.791], [0.359, -0.938, 0.262], [-0.869, -0.119, 0.514], [-0.624, -0.730, 0.032], [-0.136, -0.071, -1.123], [0.461, 0.366, 0.490], [-0.038, -0.030, -0.184], [-0.330, -0.612, -0.804], [0.466, 0.662, -0.035], [-0.555, -1.392, -0.032], [0.343, -0.194, 0.223], [0.287, 0.674, 0.665], [0.642, 0.490, -1.046], [-0.226, -1.591, 0.361], [0.282, 1.333, -0.303], [0.006, 0.523, 0.635], [0.122, 0.094, 0.093], [0.081, 0.184, 0.092], [0.529, 0.782, -0.068], [0.342, 0.362, 0.266], [-0.542, -0.490, -0.041], [-0.073, 0.076, -0.182], [-0.228, 0.532, -0.512], [0.378, 0.263, -0.240], [-0.401, -0.370, -0.202], [-0.605, -0.443, 1.166], [0.095, 0.969, 0.425], [0.575, 0.292, 0.108], [0.312, 0.081, 0.127], [-2.203, -0.890, -0.582], [-0.485, 0.717, 0.781], [0.264, -1.042, -0.638], [-1.292, 0.445, 0.273], [0.274, -0.585, -0.343], [0.828, 0.276, 0.137], [-1.056, -0.583, -0.384], [-0.167, 0.835, 0.081], [0.436, -0.011, 0.295], [0.620, -0.220, -0.785], [-0.020, 0.382, -0.030], [-0.020, -0.370, -0.044], [-0.816, 0.077, 0.798], [-0.556, 0.263, 0.040], [0.412, -0.200, -1.769], [0.864, 0.011, -0.185], [-0.862, 0.335, 0.070], [0.929, -0.427, 0.352], [1.853, 0.191, -0.190], [0.250, 0.121, 0.374], [0.742, -0.073, -0.162], [-0.595, 0.358, 0.530], [-0.008, -0.002, 0.021], [-0.268, -0.209, 0.770], [-0.054, -0.003, 0.239], [-0.593, 0.155, 0.322], [0.240, -0.060, 0.193], [0.439, -0.527, 0.813], [0.999, 0.387, -0.412], [-0.133, -1.169, 0.098], [-0.903, -0.039, 0.639], [-0.649, -0.481, 0.059], [-1.159, 0.375, -0.098], [1.069, -0.607, -0.390], [-0.060, 0.509, 0.204], [-0.181, -0.784, -1.188], [-0.676, 0.526, 0.567], [1.258, -0.419, -0.559], [-0.303, -0.521, -0.775], [-0.043, 0.491, -0.530], [-0.476, 0.174, -0.090], [-0.168, -0.092, -0.002], [0.186, 0.474, 0.361], [-0.199, 0.181, -0.440], [-0.054, 0.126, -0.146], [0.562, 0.453, 0.113], [0.950, 0.286, 0.379], [0.019, 0.190, 0.487], [-0.102, 0.178, -0.125], [-0.338, 0.272, 0.141], [-0.338, 0.005, 0.018], [0.153, 0.036, 0.355], [0.086, 0.069, 0.137], [0.174, 0.101, 0.163], [0.120, -0.155, 0.420], [0.802, 0.217, -0.675], [-1.051, 0.133, 1.090], [-0.184, -0.452, -0.744], [-0.181, 0.546, -0.421], [0.842, -0.491, 1.013], [-1.108, 0.545, -0.720], [0.399, 0.679, -0.122], [-0.669, -0.349, -0.379], [0.535, 0.441, -0.236], [-0.253, -0.381, 0.974], [-0.739, -0.418, -0.025], [0.700, -1.014, 0.153], [0.409, 0.395, -0.021], [0.140, -0.147, 0.076], [-0.094, 0.186, -0.367], [0.399, 0.384, -0.016]], "e_above_lowest_ev": 0.000, "s2": 6.00, "homo_energy_ev": [-9.7, -9.8], "charge": 1, "e_lumo_ev": [-2.697, -2.697], "spin_multiplicity": 5}

***

Question: Which formula does entry 1 have?
Answer: C44H40FMgNP2Si